29
Properties=species:S:1:pos:R:3:forces:R:3:mulliken_spin:R:1 method="wB97M-V/def2-TZVPD" e_above_lowest_kcal_mol=179.65 total_charge=-2 spin_multiplicity=3 orbital_gap_ev="6.269 / 3.504"
Pt 0.092 -0.765 0.384 0.0 0.0 -0.1 1.1250
C 2.286 4.668 1.007 -0.1 0.5 0.9 0.0103
C 1.523 3.421 0.478 0.7 -0.4 -4.7 -0.0407
O 1.492 2.278 1.048 -0.3 1.1 0.8 0.3893
O 1.213 3.498 -0.777 0.1 0.1 3.3 0.1114
H 2.592 5.371 0.232 0.2 -0.9 -0.8 0.0043
H 3.149 4.446 1.634 0.0 -0.4 -0.1 0.0019
H 1.753 5.430 1.575 -0.9 -0.6 0.6 -0.0008
C 5.191 -2.281 -0.132 1.2 0.2 1.1 0.0003
C 3.766 -1.880 -0.093 -4.0 0.6 -2.1 -0.0056
O 3.243 -1.365 -1.117 1.2 0.5 -0.7 0.0174
O 2.994 -2.173 0.847 0.6 -0.6 2.1 0.0118
H 5.623 -1.968 0.819 0.2 -0.2 0.3 0.0005
H 5.788 -1.768 -0.885 -0.4 -0.3 -0.3 0.0008
H 5.250 -3.368 -0.164 0.2 0.0 -0.2 0.0000
C -4.222 -2.312 2.964 0.2 0.2 1.3 0.0014
C -2.949 -1.871 2.291 3.9 0.4 -2.3 -0.0059
O -2.108 -1.004 2.770 -2.1 -1.1 -0.2 0.0267
O -2.676 -2.473 1.194 -0.8 0.6 1.1 0.0030
H -4.257 -3.400 3.005 -0.2 0.0 -0.6 0.0002
H -5.093 -1.874 2.476 0.0 -0.2 0.0 -0.0005
H -4.194 -2.030 4.016 -0.2 0.4 0.0 0.0009
C -3.526 -0.050 -3.531 -0.6 0.1 0.8 -0.0080
C -2.176 0.480 -3.144 -0.3 0.6 -2.0 -0.0235
O -1.346 -0.158 -2.518 1.8 -2.7 3.0 0.2408
O -1.815 1.537 -3.646 -0.3 2.3 -1.0 0.1340
H -3.575 -1.139 -3.511 0.0 0.1 -0.2 0.0024
H -3.827 0.420 -4.467 0.1 -0.3 0.0 0.0030
H -4.191 0.330 -2.756 -0.4 -0.1 0.0 -0.0005


23
Properties=species:S:1:pos:R:3:forces:R:3:nbo_charge:R:1 method="wB97M-V/def2-TZVPD" e_above_lowest_kcal_mol=126.38 total_charge=0 orbital_gap_ev=7.613
C 0.900 2.371 0.071 0.1 -1.8 -1.2 -0.4879
C 1.438 1.188 -0.099 -0.9 -0.7 0.5 -0.0247
C 1.909 -0.071 -0.167 -0.3 1.1 -0.3 0.2575
C -1.673 -0.467 1.311 -1.6 1.7 0.7 -0.4420
C -2.592 0.424 0.412 -0.6 -0.5 0.1 -0.5461
C -1.326 -1.827 0.793 -0.8 2.5 -2.6 -0.4791
C -0.732 -0.281 -1.450 1.1 -0.6 -1.1 -0.7503
C 3.205 -0.263 -0.856 -2.0 -1.3 1.9 -0.6557
O 1.335 -1.141 0.311 0.3 -0.1 1.3 -0.7606
S -1.835 0.985 -1.127 -0.1 -0.3 0.0 0.3519
S -0.319 -1.723 -0.773 -0.7 1.4 0.1 0.8224
H 0.110 2.678 -0.585 -0.3 0.4 -0.4 0.1991
H 1.153 3.013 0.840 0.6 1.2 1.6 0.1989
H -0.741 0.028 1.305 1.2 0.9 0.4 0.2476
H -2.072 -0.310 2.399 0.6 -1.2 -1.9 0.2363
H -3.584 -0.073 0.112 1.3 0.9 0.9 0.2250
H -2.661 1.408 0.921 -0.8 -0.8 0.0 0.2409
H -0.772 -2.331 1.456 2.4 -2.0 2.3 0.2388
H -2.125 -2.403 0.478 -1.9 -1.2 -0.3 0.2128
H -0.083 -0.031 -2.323 -0.8 -0.5 0.5 0.2717
H 3.173 -0.785 -1.717 -0.9 -1.5 -3.6 0.2050
H 3.640 0.621 -1.026 2.3 3.1 -0.2 0.2126
H 3.654 -1.009 -0.286 1.8 -0.6 1.6 0.2263


21
Properties=species:S:1:pos:R:3:forces:R:3:nbo_charge:R:1 method="wB97M-V/def2-TZVPD" e_above_lowest_kcal_mol=41.41 total_charge=0 smiles=c1ccccc1.CSC orbital_gap_ev=8.843
C 1.908 -1.974 0.845 -1.0 -3.1 1.3 -0.2394
C 1.031 -2.261 -0.205 -0.7 -3.3 -0.4 -0.2006
C 0.670 -1.367 -1.168 0.3 1.0 -0.8 -0.2442
C 1.225 -0.124 -0.996 0.9 0.7 -0.6 -0.1731
C 2.068 0.200 0.063 -0.4 0.0 -0.8 -0.2316
C 2.415 -0.736 1.040 -0.1 2.6 0.0 -0.2057
H 2.049 -2.838 1.568 0.1 1.3 -0.8 0.2152
H 0.643 -3.326 -0.339 0.6 1.4 0.6 0.2075
H 0.097 -1.469 -2.114 0.2 -0.8 1.1 0.2203
H 1.037 0.598 -1.782 0.2 0.2 0.2 0.2039
H 2.388 1.223 0.044 0.4 0.3 0.5 0.2078
H 2.909 -0.309 1.932 0.1 -1.0 -0.5 0.2215
C -1.592 1.914 1.370 -1.6 1.0 -2.0 -0.7201
S -0.996 1.630 -0.425 -1.8 -0.2 2.7 0.1782
C -2.448 0.746 -1.039 -0.3 0.1 -2.1 -0.7691
H -2.036 2.903 1.481 0.1 0.4 -0.5 0.2055
H -2.489 1.308 1.678 1.8 -0.4 -0.1 0.2327
H -0.677 2.016 1.879 0.8 -0.9 1.4 0.2237
H -2.022 0.509 -2.077 -1.3 0.1 1.1 0.2223
H -2.965 -0.187 -0.637 1.5 1.1 0.2 0.2289
H -3.214 1.545 -1.118 0.1 -0.8 -0.3 0.2163


23
Properties=species:S:1:pos:R:3:forces:R:3:nbo_charge:R:1 method="wB97M-V/def2-TZVPD" total_charge=-1 orbital_gap_ev=8.499
C 3.965 -1.544 -0.593 0.3 0.2 0.2 -0.4007
C 3.051 -0.934 -0.094 0.0 -0.2 0.0 0.0992
C 1.937 -0.222 0.496 -0.2 0.1 0.0 -0.7153
B 0.640 -0.023 -0.549 0.2 -0.1 -0.4 0.0441
C 0.072 1.496 -0.535 0.0 0.0 0.3 -0.3141
C 0.115 2.375 0.475 0.1 -0.3 -0.3 -0.4988
C -0.560 -1.124 -0.252 -0.3 0.3 0.2 -0.6001
C -1.717 -0.631 0.643 -0.2 -0.2 -0.3 -0.4473
C -2.865 -0.008 -0.142 0.4 0.4 0.0 0.0633
F -4.034 -0.788 -0.061 -0.1 -0.1 -0.1 -0.4021
H 4.919 -1.909 -0.880 -0.1 -0.2 -0.2 0.2104
H 1.655 -0.756 1.410 -0.1 0.1 0.1 0.2129
H 2.329 0.752 0.801 0.0 0.1 0.1 0.2235
H 1.061 -0.240 -1.685 0.0 0.0 0.0 -0.0581
H -0.436 1.852 -1.435 -0.1 0.0 0.0 0.1652
H 0.610 2.096 1.401 0.0 0.2 0.1 0.1683
H -0.315 3.370 0.414 0.0 0.1 0.1 0.1640
H -1.004 -1.447 -1.198 0.0 -0.1 -0.1 0.1862
H -0.167 -2.036 0.208 0.3 0.0 -0.1 0.1914
H -1.382 0.116 1.362 0.2 -0.1 0.2 0.2039
H -2.153 -1.471 1.188 -0.1 0.1 0.2 0.1978
H -3.119 0.989 0.221 -0.1 0.0 0.1 0.1495
H -2.604 0.090 -1.196 -0.1 -0.1 -0.1 0.1569


24
Properties=species:S:1:pos:R:3:forces:R:3:nbo_charge:R:1 method="wB97M-V/def2-TZVPD" e_above_lowest_kcal_mol=4.31 total_charge=-1 orbital_gap_ev=2.934
C 0.748 -2.987 -1.984 -0.6 0.8 -0.8 -0.4262
C 1.087 -3.920 -3.007 -0.4 0.7 0.1 -0.3473
C 0.472 -3.496 -4.221 -0.1 0.5 0.9 -0.3412
C -0.250 -2.294 -3.965 0.4 -0.3 0.6 -0.3478
C -0.086 -1.954 -2.588 0.7 -1.1 0.2 -0.4335
Ba 0.053 -0.870 0.826 0.4 -1.4 -2.0 0.1807
P -0.010 -1.463 3.792 0.2 -1.0 1.8 -0.1501
H 1.060 -3.033 -0.928 0.0 -0.1 -0.5 0.1433
H 1.714 -4.801 -2.882 -0.2 0.2 0.0 0.1859
H 0.545 -4.000 -5.182 0.0 0.1 0.2 0.1835
H -0.500 -1.068 -2.078 0.1 -0.4 -0.4 0.1433
H -0.831 -1.730 -4.693 0.1 -0.1 0.2 0.1847
H 0.982 -1.109 4.775 -0.2 0.0 -0.4 0.0240
H 0.440 -2.840 3.627 -0.2 0.7 0.1 0.0339
H -1.049 -1.766 4.737 0.1 0.1 -0.3 0.0252
C 0.086 5.005 1.443 0.2 -0.1 -0.1 -0.5960
C -1.062 4.012 1.724 -0.4 1.2 0.3 -0.5521
C -0.732 2.648 1.419 0.8 -2.8 -0.4 0.4590
N -0.489 1.536 1.157 -0.9 3.6 0.7 -0.5506
H 1.012 4.690 1.937 -0.2 0.0 -0.1 0.2273
H -0.160 6.008 1.807 -0.1 -0.3 0.0 0.2156
H 0.273 5.073 0.366 0.0 -0.1 0.2 0.2201
H -1.355 4.062 2.786 0.1 -0.1 -0.4 0.2631
H -1.947 4.295 1.131 0.2 -0.2 0.2 0.2551


29
Properties=species:S:1:pos:R:3:forces:R:3:nbo_charge:R:1 method="wB97M-V/def2-TZVPD" total_charge=+1 orbital_gap_ev=6.811
N 4.153 0.438 2.624 -1.5 -0.1 -1.4 -0.8119
C 3.915 0.093 1.146 -0.4 0.8 0.4 -0.2575
C 2.444 0.665 0.679 -0.6 -0.8 0.2 0.0964
O 2.501 2.010 0.076 0.4 -1.9 -0.4 -0.7345
C 1.630 -0.389 -0.333 -0.7 0.9 0.3 -0.4971
C 0.026 -0.100 -0.066 -4.2 1.0 0.1 0.0764
C -0.727 1.321 -0.526 -0.9 -4.1 2.0 0.0413
N -2.183 1.430 -0.175 3.4 0.1 -0.7 -0.2798
N -3.056 0.618 0.468 3.1 -3.2 1.0 -0.1340
C -2.579 -0.704 0.932 3.4 2.6 -1.6 0.0147
C -1.025 -1.113 0.678 -0.2 3.1 -0.3 -0.1472
S -0.439 -2.816 1.278 -0.4 1.3 -0.2 0.0171
H 3.643 1.356 2.796 0.9 -1.6 0.0 0.3617
H 3.686 -0.327 3.161 0.4 1.2 -0.3 0.3547
H 4.719 0.683 0.534 -1.4 -1.5 0.9 0.2172
H 3.972 -1.073 1.038 0.1 2.4 -0.1 0.2113
H 1.758 0.766 1.648 1.6 0.0 -2.1 0.1917
H 3.049 1.977 -0.763 -0.7 -0.1 1.5 0.4791
H 1.945 -0.118 -1.451 -1.0 -0.8 2.4 0.2602
H 1.871 -1.506 -0.079 -0.6 2.2 -0.5 0.2725
H -0.136 2.184 -1.102 -1.8 -1.9 1.5 0.3061
H -2.615 2.349 -0.507 0.5 -1.8 0.8 0.4497
H -3.300 -1.451 1.503 1.5 2.0 -1.5 0.3057
H 0.245 -2.653 2.493 -0.8 0.7 -1.2 0.1865
C -4.746 -0.620 -3.176 -0.4 0.1 -0.3 -0.4881
Br -3.428 -1.133 -1.840 -0.4 -0.3 -1.0 0.0529
Br -3.938 -0.349 -4.924 -0.2 -0.1 0.5 0.1076
Br -6.227 -1.879 -3.251 0.5 0.3 0.1 0.1209
H -5.161 0.343 -2.862 0.2 -0.4 -0.1 0.2263


27
Properties=species:S:1:pos:R:3:forces:R:3:nbo_charge:R:1 method="wB97M-V/def2-TZVPD" e_above_lowest_kcal_mol=12.56 total_charge=0 smiles="C[C@H](CBr)C[C@@H]1N=NC2(OCCO2)O1" orbital_gap_ev=10.326
C 2.121 1.869 0.870 1.4 -3.1 -1.5 -0.6091
C 2.037 0.313 0.627 0.3 -0.7 0.9 -0.2689
C 3.312 -0.014 -0.150 1.3 0.0 -0.3 -0.4157
Br 3.582 -1.955 -0.051 0.3 0.2 -0.2 -0.0240
C 0.890 -0.068 -0.296 -2.0 0.6 -0.1 -0.4442
C -0.405 0.485 0.432 0.1 -0.5 0.9 0.1746
N -0.491 -0.385 1.701 0.3 0.9 -0.6 -0.0953
N -1.442 -1.136 1.615 -0.8 -0.8 0.8 -0.1651
C -2.211 -0.955 0.368 1.7 1.3 -2.1 0.7928
O -1.897 -1.984 -0.551 0.4 0.0 0.9 -0.5099
C -2.947 -2.916 -0.562 -0.9 -0.4 -2.1 -0.0946
C -3.972 -2.223 0.338 -3.6 -2.9 -0.3 -0.1090
O -3.604 -0.928 0.487 2.6 2.3 0.0 -0.4731
O -1.621 0.206 -0.191 -1.2 0.2 -0.1 -0.5071
H 2.977 2.013 1.469 1.4 0.4 0.3 0.2160
H 1.412 2.472 1.299 -2.4 0.8 0.9 0.2152
H 2.278 2.106 -0.166 0.3 1.4 -0.4 0.1993
H 1.979 -0.345 1.539 0.3 1.0 -0.7 0.2460
H 3.266 0.244 -1.236 -0.3 -0.3 0.8 0.2162
H 4.268 0.473 0.183 -1.0 -0.6 0.2 0.2286
H 0.693 -1.204 -0.565 0.8 2.5 0.6 0.2653
H 1.091 0.594 -1.179 -0.7 -1.0 0.1 0.2093
H -0.334 1.597 0.737 -0.2 -1.9 -0.6 0.2051
H -2.645 -3.931 -0.272 0.0 0.4 0.4 0.1933
H -3.314 -3.024 -1.672 0.5 0.4 2.0 0.1784
H -5.003 -2.270 -0.136 1.1 0.2 0.4 0.1932
H -4.134 -2.666 1.330 0.5 -0.3 -0.2 0.1825


26
Properties=species:S:1:pos:R:3:forces:R:3:nbo_charge:R:1 method="wB97M-V/def2-TZVPD" e_above_lowest_kcal_mol=58.18 total_charge=+1 orbital_gap_ev=8.479
C -1.136 -1.688 -2.173 1.0 -3.5 -1.1 -0.2752
O -0.608 -1.052 -1.066 0.5 2.5 1.4 -0.5868
C -1.324 -0.057 -0.461 -0.3 -0.5 0.7 0.2942
Br -2.491 -1.000 0.943 0.5 0.5 -0.6 -0.0446
C -1.924 1.050 -1.068 -0.8 0.3 -1.4 -0.3274
C -2.440 2.070 -0.230 1.3 -1.7 -1.5 -0.1422
C -1.643 2.521 0.809 -2.4 1.6 -0.2 -0.2027
C -0.350 2.251 1.037 2.1 -1.3 0.5 -0.2093
C 0.004 0.872 1.068 1.3 2.6 -1.1 -0.0839
N 1.413 0.585 0.961 -1.3 -2.7 0.9 -0.5711
C 1.910 -0.679 1.052 2.4 1.8 -0.7 0.6827
N 3.264 -0.702 1.045 0.6 4.4 1.9 -0.7859
N 1.258 -1.800 0.989 -0.1 -1.8 0.1 -0.7401
H -1.320 -1.033 -3.039 -0.7 -0.1 0.6 0.2001
H -2.011 -2.412 -1.772 1.8 1.6 -1.6 0.2147
H -0.148 -2.259 -2.532 -2.6 0.4 0.6 0.2062
H -1.871 1.246 -2.223 -0.2 -0.7 2.3 0.2586
H -3.170 2.775 -0.585 -0.3 -0.1 -0.1 0.2390
H -2.055 3.442 1.129 0.1 1.2 0.6 0.2277
H 0.345 3.121 1.084 -0.3 -0.9 0.2 0.2384
H -0.533 0.456 1.879 -0.3 -1.4 0.4 0.2531
H 2.122 1.252 0.746 -0.1 0.7 -0.1 0.4253
H 3.788 -1.487 0.976 1.3 -3.2 -0.4 0.4030
H 3.858 0.038 1.573 -2.0 -1.5 -1.4 0.4276
H 1.747 -2.753 0.891 -1.3 2.3 0.4 0.4513
H 0.266 -1.688 0.846 -0.3 -0.7 -0.3 0.4474


32
Properties=species:S:1:pos:R:3:forces:R:3:nbo_charge:R:1 method="wB97M-V/def2-TZVPD" e_above_lowest_kcal_mol=6.21 total_charge=0 smiles="O=C1OC[C@@H](F)O1.COC(=O)OC.ClCCl.ClCCl" orbital_gap_ev=11.058
O 5.662 21.200 6.947 0.3 0.0 0.2 -0.5611
C 4.610 20.676 6.818 0.1 0.0 0.2 0.9732
O 3.839 20.788 5.738 -0.1 -0.4 -1.2 -0.4738
C 2.624 20.083 5.924 -1.2 0.8 1.3 -0.1339
C 2.877 19.278 7.209 0.0 0.2 -0.8 0.4347
F 3.200 17.976 6.910 -0.1 0.1 0.2 -0.3420
O 3.999 19.902 7.761 -0.2 -0.2 0.1 -0.4850
H 1.864 20.848 6.128 0.0 -0.1 0.2 0.1920
H 2.196 19.530 5.092 1.0 -0.3 -0.3 0.2253
H 2.031 19.301 7.892 0.2 -0.2 0.2 0.1713
C 8.223 28.651 11.220 1.0 -0.1 0.7 -0.2601
O 7.292 27.923 10.436 -0.5 0.6 0.5 -0.4846
C 7.728 27.625 9.233 1.0 -0.7 -2.0 0.9823
O 8.868 27.625 8.826 -0.2 0.3 0.7 -0.6455
O 6.698 27.281 8.468 -1.5 -0.1 0.9 -0.4996
C 6.896 26.845 7.152 1.5 -0.1 -1.2 -0.2643
H 7.805 28.906 12.190 -0.6 -0.2 -0.2 0.1962
H 8.552 29.570 10.740 -0.1 -0.1 -0.2 0.1915
H 9.099 28.036 11.429 0.1 0.0 -0.2 0.1944
H 7.113 25.781 7.047 -0.3 -0.1 0.6 0.1853
H 7.782 27.329 6.736 -0.1 0.2 0.0 0.2079
H 6.046 27.071 6.514 -0.3 0.2 0.4 0.1944
Cl 7.843 27.472 1.778 -0.1 -0.1 0.0 -0.0159
C 8.973 26.668 2.852 0.7 -0.2 0.3 -0.4005
Cl 9.392 27.661 4.272 -0.1 -0.1 -0.1 -0.0353
H 8.596 25.709 3.193 -0.3 0.2 0.1 0.2296
H 9.905 26.482 2.327 -0.1 0.2 -0.1 0.2188
Cl 8.344 23.822 5.816 0.3 0.0 -0.4 -0.0431
C 8.391 22.414 4.714 -0.4 0.7 0.2 -0.3805
Cl 8.591 22.815 3.002 0.1 0.2 0.0 -0.0390
H 9.241 21.820 5.016 -0.2 -0.3 0.0 0.2276
H 7.395 22.002 4.807 0.3 -0.6 0.1 0.2398


37
Properties=species:S:1:pos:R:3:forces:R:3:nbo_charge:R:1 method="wB97M-V/def2-TZVPD" total_charge=-1 orbital_gap_ev=8.755
C -0.527 2.150 1.126 -0.1 0.1 -0.2 -0.6043
C -1.336 1.097 0.377 0.6 -0.5 0.4 -0.2259
C -0.630 -0.271 0.529 -0.5 0.6 0.2 -0.6065
C -2.735 1.000 0.970 -0.3 0.4 0.1 -0.6942
P -3.836 2.391 0.429 0.2 0.3 -0.8 0.5392
C -5.363 1.455 -0.096 0.5 -0.1 1.1 -0.8106
C -6.201 0.793 0.977 -1.3 -1.8 -0.3 0.7867
O -6.833 -0.237 0.769 1.1 2.1 0.4 -0.5553
O -6.302 1.428 2.186 -0.4 -0.7 -0.3 -0.7056
H 0.313 2.486 0.533 0.3 0.0 -0.1 0.2245
H -1.120 3.024 1.387 -0.1 0.2 0.0 0.1881
H -0.128 1.712 2.034 0.0 0.0 0.3 0.2066
H -1.361 1.356 -0.675 -0.3 0.1 -0.3 0.2008
H 0.400 -0.119 0.807 0.4 -0.2 -0.3 0.2482
H -1.099 -0.800 1.353 0.0 -0.3 0.2 0.1872
H -0.722 -0.877 -0.361 0.2 -0.2 -0.2 0.2204
H -3.185 0.047 0.714 -0.2 -0.2 -0.1 0.2294
H -2.637 1.029 2.052 0.0 -0.2 0.2 0.2219
H -4.285 2.973 1.637 0.0 -0.2 0.2 -0.0625
H -4.987 0.646 -0.706 -0.1 -0.1 -0.5 0.2574
H -5.997 2.104 -0.683 -0.2 0.1 -0.2 0.2592
H -5.422 1.607 2.521 0.3 0.5 -0.1 0.4920
C 4.290 -3.114 -3.299 0.2 0.2 0.1 0.7098
F 3.750 -4.127 -3.973 -0.2 -0.3 -0.1 -0.3213
F 5.584 -3.381 -3.122 0.2 -0.1 0.0 -0.3196
F 4.194 -2.020 -4.056 0.0 0.1 -0.1 -0.3200
S 3.415 -2.906 -1.694 0.1 0.0 -0.2 2.2485
O 3.641 -4.137 -0.994 0.1 0.0 0.1 -0.9357
O 2.059 -2.602 -2.055 -0.1 0.2 0.0 -0.9403
N 4.273 -1.671 -1.191 -0.5 -0.2 0.4 -1.2307
S 3.927 -1.025 0.210 0.2 0.1 0.0 2.2531
O 4.245 -1.823 1.359 0.1 -0.1 0.0 -0.9358
O 2.691 -0.293 0.253 -0.1 0.1 -0.1 -0.9547
C 5.231 0.271 0.170 0.1 -0.1 -0.3 0.7103
F 5.076 1.094 -0.868 0.0 0.1 -0.1 -0.3199
F 6.450 -0.262 0.096 0.2 -0.1 0.0 -0.3185
F 5.168 1.000 1.283 -0.1 0.1 0.3 -0.3219